Entry 1:
C12H18F9N3O15Pt | wB97M-V/def2-TZVPD

Net charge: -4
Multiplicity: 3
Gap between HOMO and LUMO (alpha / beta): 4.805 / 4.739 eV

XYZ file:
```
58
Properties=species:S:1:pos:R:3:forces:R:3
Pt 0.0995 0.3533 0.6855 -1.813 0.247 -0.421
N -2.7082 -1.6456 1.6504 1.080 0.697 -0.589
O -2.9120 -2.4988 2.5550 -0.357 0.003 -0.131
O -3.5852 -1.3256 0.8362 -0.297 -0.485 0.309
O -1.5584 -1.1375 1.5620 -0.459 -0.551 0.675
N 2.0712 2.9776 -0.5241 0.021 -0.650 0.808
O 1.6105 1.9257 -0.0030 0.755 0.846 -0.557
O 3.1543 2.8906 -1.1567 -0.177 0.330 -0.129
O 1.5168 4.0775 -0.3455 0.121 -0.231 -0.358
N -2.1982 2.4832 2.0161 0.138 -1.224 -0.300
O -3.2474 1.9802 1.5801 0.044 0.520 0.195
O -1.1166 2.3203 1.3872 -0.046 0.460 0.284
O -2.1867 3.1092 3.0982 -0.108 0.440 0.096
C -1.2621 1.0242 -2.3641 0.444 1.704 2.458
O -2.5183 0.8639 -3.0585 0.400 -0.491 -1.002
O -1.3762 0.5391 -1.1368 0.803 -0.890 -1.314
C -0.0401 0.5694 -3.2285 -0.329 -2.617 0.809
F 1.1260 0.5646 -2.6004 -0.223 0.676 0.060
F -0.2242 -0.7724 -3.5729 -0.104 0.617 -0.560
F 0.1441 1.2322 -4.3964 0.031 0.297 -0.246
C -2.5983 1.3521 -4.3759 -1.565 -0.676 0.491
C -4.0893 1.1637 -4.7357 0.120 0.298 -0.708
H -4.2961 0.1435 -5.0655 0.111 -0.172 0.363
H -4.7454 1.4075 -3.9022 0.138 0.022 0.105
H -4.3800 1.7739 -5.6013 0.068 0.240 0.037
H -2.0413 0.7482 -5.0983 0.369 0.145 0.044
H -2.3027 2.4039 -4.4481 0.133 0.082 0.006
H -1.1090 2.1216 -2.2816 0.117 0.504 -0.521
C 0.9040 -2.4805 -0.9312 -0.902 2.989 0.788
O -0.2193 -3.1446 -0.3568 0.682 -2.089 -0.973
O 1.1242 -1.3929 -0.1893 1.997 -0.972 -0.282
C 2.1345 -3.4583 -1.0952 -0.838 0.091 0.525
F 3.3070 -2.8990 -1.4829 -0.559 -0.042 -0.014
F 2.4026 -4.1677 0.0114 0.243 -0.086 0.235
F 1.8313 -4.4046 -2.0533 0.235 0.092 -0.090
C -1.1861 -3.5553 -1.3001 -1.812 0.438 1.206
C -2.2021 -4.4314 -0.5367 0.371 -0.694 -0.113
H -1.7567 -5.3338 -0.0989 0.505 0.144 0.003
H -2.6606 -3.9106 0.3031 -0.090 0.257 -0.220
H -2.9592 -4.8641 -1.2011 -0.248 0.488 -0.147
H -0.8806 -4.0446 -2.2310 0.695 -0.167 0.207
H -1.7356 -2.6479 -1.5790 0.020 0.061 -0.325
H 0.6218 -2.2112 -1.9624 0.134 -0.287 -0.377
C 1.2951 1.1549 3.9709 -2.128 1.331 -4.715
O 2.2307 2.1962 3.5463 2.238 -0.203 2.028
O 0.8770 0.5626 2.8278 0.754 -1.331 2.380
C 1.7626 0.2369 5.0895 0.283 -0.118 -0.505
F 0.7148 -0.4008 5.6608 0.465 0.044 -0.089
F 2.6618 -0.6780 4.6886 -0.210 -0.471 0.021
F 2.4041 0.8938 6.0974 -0.146 0.353 0.488
C 3.5480 1.7592 3.3366 0.904 0.589 -1.185
C 4.4063 2.9223 2.7947 -0.860 -0.836 -0.121
H 3.8865 3.4670 2.0066 0.026 0.154 0.112
H 4.6344 3.5211 3.6782 0.275 0.490 -0.376
H 5.2805 2.4309 2.3612 0.336 0.394 0.103
H 3.6166 0.9104 2.6522 -0.484 -0.009 -0.214
H 4.2079 1.4820 4.1759 -0.961 -0.408 0.886
H 0.5218 1.8425 4.3416 -0.339 -0.347 0.860
```
Forces are in eV/Å.

---

Entry 2:
C4H16FN8O4Zn | wB97M-V/def2-TZVPD

Net charge: +1
Gap between HOMO and LUMO: 4.681 eV

XYZ file:
```
34
Properties=species:S:1:pos:R:3:forces:R:3
Zn 2.0001 0.7742 -1.7415 -2.064 -0.161 1.788
F 1.2114 -0.2564 -0.3686 1.263 0.418 -1.135
C -0.1262 3.0439 -1.7757 -0.636 1.463 -0.611
O 0.8605 2.2805 -1.5899 0.816 -0.593 -0.371
N -1.3764 2.7245 -1.4352 1.345 -0.985 0.447
N 0.0544 4.2696 -2.3030 0.046 -0.880 0.307
H -2.1742 3.1798 -1.8404 -0.142 -0.070 0.163
H -1.4199 1.8580 -0.9122 -0.795 -0.112 -0.258
H 1.0034 4.5271 -2.5129 -0.111 0.389 -0.015
H -0.6498 4.9496 -2.0716 0.271 0.386 -0.280
C -2.4739 -0.8857 -0.2039 0.933 -0.771 -0.325
O -2.1175 -0.9021 -1.3792 -0.289 0.401 -0.002
N -1.5846 -0.5356 0.7794 -0.872 0.462 -0.231
N -3.6988 -1.2696 0.2148 -0.605 0.025 -0.405
H -1.9049 -0.7324 1.7117 0.803 0.023 0.269
H -0.6305 -0.6094 0.4643 0.036 -0.208 0.482
H -3.9442 -1.4330 1.1737 0.130 0.008 0.033
H -4.2680 -1.7092 -0.4887 -0.103 0.084 0.052
C 1.1942 1.8795 2.6252 -1.895 -0.572 -0.270
O 1.1487 2.6706 3.5365 0.651 0.142 -0.051
N 0.3468 1.9298 1.5315 0.580 0.402 -0.288
N 1.9345 0.7334 2.5795 1.180 0.505 0.810
H 0.4105 1.1337 0.9242 -0.514 0.194 -0.187
H -0.4956 2.4696 1.5955 -0.033 -0.038 0.111
H 2.5536 0.6384 3.3666 0.064 -0.449 -0.118
H 1.7453 -0.0264 1.9547 0.054 -0.006 0.063
C 1.3516 -4.3476 -0.6846 -0.429 0.350 0.093
O 0.8934 -5.3427 -1.1952 0.680 -0.312 0.001
N 0.7477 -3.1245 -0.8436 -0.382 0.733 -0.228
N 2.4357 -4.2349 0.1506 0.129 -0.350 -0.153
H 0.1078 -3.0217 -1.6131 -0.206 -0.182 0.149
H 1.2124 -2.2816 -0.5555 -0.028 -0.029 -0.085
H 2.5423 -3.3797 0.6595 0.305 -0.119 0.109
H 3.1103 -4.9698 0.2472 -0.181 -0.147 0.134
```
Forces are in eV/Å.

---

Entry 3:
C3H3FNO2 | wB97M-V/def2-TZVPD

Net charge: -1
Gap between HOMO and LUMO: 7.269 eV

XYZ file:
```
10
Properties=species:S:1:pos:R:3:forces:R:3
C 0.8926 -0.2547 -0.1671 1.275 -1.779 0.493
C -2.3762 -0.0673 -0.0680 0.847 -0.891 1.095
C 1.8949 0.6575 -0.1178 -0.578 1.356 0.509
N -0.4877 -0.2840 0.0918 2.465 0.202 -0.387
O -2.6714 0.7475 -0.8508 -0.363 1.299 -1.261
O -2.7104 -0.8820 0.7356 -0.470 -0.238 0.111
F 1.5640 2.0023 0.1745 -0.096 -0.297 -0.285
H 1.4096 -1.3391 -0.2393 -1.037 2.136 -0.052
H 2.9976 0.6338 0.0042 -1.078 -0.932 -0.530
H -0.5130 -1.2141 0.4369 -0.964 -0.857 0.307
```
Forces are in eV/Å.

---

no.,molecular weight (g/mol)
1,810.34
2,324.61
3,104.06